{"formula": "C27H68B2NO15", "method": "ωB97M-V/def2-TZVPD", "homo_ev": -4.5, "lumo_energy_ev": 2.08, "spin_multiplicity": 1, "e_tot_ev": -62650.117, "orbital_gap_ha": 0.2426, "charge": -1, "symbols": ["C", "N", "C", "B", "O", "B", "C", "O", "O", "H", "H", "H", "H", "H", "H", "H", "H", "C", "O", "C", "C", "O", "C", "H", "H", "H", "H", "H", "H", "H", "H", "H", "H", "C", "O", "C", "C", "O", "C", "H", "H", "H", "H", "H", "H", "H", "H", "H", "H", "C", "O", "C", "C", "O", "C", "H", "H", "H", "H", "H", "H", "H", "H", "H", "H", "C", "O", "C", "C", "O", "C", "H", "H", "H", "H", "H", "H", "H", "H", "H", "H", "C", "O", "C", "C", "O", "C", "H", "H", "H", "H", "H", "H", "H", "H", "H", "H", "C", "O", "C", "C", "O", "C", "H", "H", "H", "H", "H", "H", "H", "H", "H", "H"], "xyz": [[1.0222, -2.3278, -3.7758], [0.8180, -1.2053, -4.7706], [0.8965, 0.1337, -4.1208], [-0.5206, -1.4814, -5.3790], [-0.6357, -2.4035, -6.5097], [-1.8839, -0.7859, -4.7419], [-2.5603, -1.5740, -3.4760], [-3.6109, -2.3020, -3.5702], [-1.8665, -1.4351, -2.2675], [1.8348, -3.0112, -4.2321], [0.0272, -2.9012, -3.6512], [1.3115, -1.9586, -2.7375], [0.5314, 0.9454, -4.8492], [2.0135, 0.3728, -3.9237], [0.3838, 0.1994, -3.0977], [-1.0646, -3.2017, -6.1077], [-2.2793, 0.2372, -5.1811], [1.7243, -8.5628, -1.0930], [3.0222, -8.2035, -1.5433], [3.0562, -7.9382, -2.9441], [3.0997, -6.4394, -3.2223], [1.8754, -5.8117, -2.8579], [1.9743, -5.1046, -1.6282], [1.7323, -8.5730, -0.0017], [0.9692, -7.8471, -1.4285], [1.4691, -9.5653, -1.4509], [2.2061, -8.4052, -3.4528], [3.9724, -8.3939, -3.3321], [3.2288, -6.2854, -4.2988], [3.9491, -5.9713, -2.7121], [2.5763, -4.2015, -1.7657], [2.4118, -5.7245, -0.8404], [0.9700, -4.8097, -1.3201], [1.7170, -1.1428, 0.8687], [2.5984, -1.9348, 0.0844], [3.8509, -1.2935, -0.1388], [4.9389, -1.8804, 0.7540], [4.7117, -1.5604, 2.1255], [4.1827, -2.6575, 2.8546], [0.8618, -1.7597, 1.1489], [2.2021, -0.7842, 1.7813], [1.3574, -0.2925, 0.2819], [3.7682, -0.2109, 0.0041], [4.1196, -1.4749, -1.1840], [5.8994, -1.4333, 0.4778], [5.0196, -2.9639, 0.6112], [4.9570, -3.4179, 2.9989], [3.3204, -3.1000, 2.3490], [3.8629, -2.2949, 3.8332], [-4.4415, 0.4385, -1.9364], [-4.0014, 1.7817, -1.7452], [-4.8637, 2.7290, -2.3632], [-5.7565, 3.4151, -1.3341], [-6.7040, 2.5039, -0.7835], [-6.3400, 2.0692, 0.5180], [-3.8467, -0.2122, -1.2949], [-5.4968, 0.3198, -1.6713], [-4.2858, 0.1400, -2.9751], [-5.4634, 2.2598, -3.1506], [-4.2244, 3.4843, -2.8318], [-6.3276, 4.2053, -1.8336], [-5.1556, 3.8824, -0.5457], [-6.4750, 2.8860, 1.2353], [-5.3064, 1.7153, 0.5512], [-6.9975, 1.2452, 0.7998], [6.9563, 4.1193, -1.2766], [5.7714, 4.7229, -1.7728], [4.9966, 3.8258, -2.5671], [3.7946, 3.2977, -1.7918], [4.2023, 2.4370, -0.7306], [4.1393, 3.0752, 0.5363], [7.4001, 4.7924, -0.5409], [6.7478, 3.1620, -0.7910], [7.6707, 3.9723, -2.0928], [5.6126, 3.0015, -2.9419], [4.6354, 4.3946, -3.4288], [3.1760, 2.6990, -2.4678], [3.1789, 4.1217, -1.4152], [3.0949, 3.2069, 0.8355], [4.6455, 4.0443, 0.5263], [4.6339, 2.4329, 1.2679], [-5.3307, 0.1111, 4.1040], [-6.2098, -0.4724, 3.1544], [-6.0118, -1.8788, 3.0245], [-7.1010, -2.6590, 3.7523], [-6.9953, -2.4998, 5.1664], [-7.9602, -1.5951, 5.6809], [-5.6548, 1.1379, 4.2833], [-5.3472, -0.4300, 5.0543], [-4.3114, 0.1299, 3.7066], [-5.0180, -2.1698, 3.3801], [-6.0681, -2.1109, 1.9573], [-6.9701, -3.7251, 3.5412], [-8.0952, -2.3662, 3.3972], [-8.9543, -2.0524, 5.6503], [-7.9693, -0.6545, 5.1237], [-7.7067, -1.3802, 6.7206], [-0.6275, 5.9465, 4.1344], [0.5636, 5.7721, 4.8889], [1.3961, 4.7431, 4.3584], [2.5753, 5.3283, 3.5888], [2.1430, 5.9706, 2.3920], [2.1305, 7.3851, 2.5122], [-1.1214, 6.8556, 4.4817], [-0.4163, 6.0514, 3.0668], [-1.2998, 5.0987, 4.2968], [0.8198, 4.0574, 3.7284], [1.7810, 4.1744, 5.2101], [3.2399, 4.5113, 3.2895], [3.1513, 6.0157, 4.2183], [3.1561, 7.7670, 2.5309], [1.5994, 7.7095, 3.4111], [1.6204, 7.7974, 1.6399]], "forces_ev_per_angstrom": [[0.184, -0.826, -0.620], [-1.187, 0.368, 0.667], [1.104, 0.644, 0.261], [0.899, -0.424, -0.941], [0.174, -0.339, 2.364], [-0.397, -0.892, 1.329], [0.292, -1.061, 4.016], [2.348, 1.754, -0.426], [-2.060, -0.009, -5.045], [-1.284, 0.788, 1.084], [1.616, 0.577, 0.084], [-0.342, -0.355, -1.435], [0.337, -1.205, 1.195], [-1.561, -0.318, -0.309], [0.285, -0.084, -1.470], [0.157, 0.865, -0.840], [-0.387, 0.362, 0.166], [0.117, 0.062, 0.067], [-0.308, -0.024, -0.146], [0.432, 0.292, 0.271], [-0.585, -0.130, -0.234], [0.357, -0.219, 0.228], [-0.139, 0.127, -0.041], [0.106, -0.003, -0.079], [0.022, -0.039, -0.027], [-0.116, -0.010, -0.015], [-0.021, 0.114, 0.045], [0.013, -0.009, -0.047], [0.052, -0.034, -0.008], [-0.047, -0.098, 0.054], [-0.008, 0.026, 0.126], [0.049, -0.009, -0.032], [0.060, 0.018, -0.165], [-0.129, -0.079, -0.080], [0.193, 0.199, 0.262], [-0.054, -0.510, -0.036], [-0.081, 0.553, -0.010], [-0.127, -0.335, -0.035], [0.028, 0.172, 0.022], [0.068, -0.001, -0.157], [0.050, 0.020, -0.032], [-0.044, 0.035, 0.069], [0.055, -0.055, 0.030], [0.053, 0.043, -0.025], [-0.007, -0.009, -0.040], [-0.108, 0.046, 0.017], [-0.053, -0.112, 0.006], [0.043, -0.009, -0.023], [0.081, 0.060, -0.080], [0.041, -0.188, 0.117], [-0.514, 0.321, -0.061], [0.517, -0.032, 0.536], [-0.309, -0.278, -0.477], [0.280, 0.143, 0.243], [-0.133, -0.128, -0.115], [0.124, 0.102, -0.244], [-0.045, 0.113, -0.058], [-0.092, -0.072, 0.104], [-0.059, 0.006, 0.100], [-0.039, 0.091, -0.048], [0.014, 0.042, -0.013], [0.040, -0.116, -0.032], [0.068, 0.015, 0.103], [-0.020, 0.024, -0.018], [0.023, 0.082, -0.068], [-0.108, 0.156, 0.009], [0.173, -0.328, 0.053], [-0.361, 0.380, 0.228], [0.251, -0.438, -0.248], [0.059, 0.348, 0.114], [0.001, -0.169, 0.013], [-0.084, 0.035, -0.090], [0.008, -0.005, -0.052], [0.071, -0.102, 0.029], [-0.049, -0.011, 0.101], [-0.025, -0.036, -0.023], [-0.002, 0.043, -0.014], [0.126, -0.003, 0.001], [0.006, 0.125, 0.061], [-0.065, 0.023, -0.021], [-0.044, -0.069, -0.119], [-0.094, 0.065, -0.136], [0.154, -0.130, 0.349], [-0.518, 0.129, -0.237], [0.541, -0.130, 0.123], [-0.255, 0.277, -0.087], [0.149, -0.111, 0.058], [-0.031, -0.065, -0.112], [0.032, -0.023, -0.026], [0.059, -0.005, 0.090], [-0.091, 0.002, 0.058], [0.037, -0.041, 0.008], [-0.001, 0.026, -0.044], [0.091, 0.082, 0.019], [-0.084, 0.095, -0.013], [-0.027, -0.035, -0.028], [0.040, -0.104, -0.066], [0.029, 0.064, 0.110], [-0.058, -0.086, -0.325], [0.278, 0.361, 0.301], [-0.307, -0.354, -0.348], [0.014, 0.231, 0.325], [-0.034, -0.098, -0.147], [0.094, -0.071, 0.072], [-0.011, -0.059, 0.022], [-0.055, -0.001, -0.111], [0.058, 0.093, -0.051], [0.029, -0.042, -0.021], [0.001, -0.018, 0.047], [-0.121, -0.004, 0.009], [-0.004, 0.098, 0.061], [0.044, -0.018, 0.015], [0.061, -0.129, 0.010]], "mulliken_charge": [-0.399, 0.159, -0.941, -0.134, -0.715, 0.652, 0.475, -0.739, -0.644, 0.156, 0.149, -0.011, 0.277, 0.321, 0.260, 0.317, -0.155, -0.703, -0.378, -0.570, -0.514, -0.348, -0.852, 0.242, 0.298, 0.331, 0.328, 0.377, 0.386, 0.337, 0.213, 0.488, 0.387, -0.812, -0.176, -0.112, -0.722, -0.381, -0.720, 0.249, 0.359, 0.238, 0.099, 0.368, 0.439, 0.312, 0.329, 0.299, 0.235, -0.592, -0.348, -0.542, -0.498, -0.385, -0.739, 0.248, 0.275, 0.207, 0.323, 0.393, 0.378, 0.292, 0.385, 0.326, 0.215, -0.635, -0.390, -0.526, -0.431, -0.167, -1.101, 0.244, 0.213, 0.331, 0.318, 0.360, 0.273, 0.297, 0.417, 0.440, 0.361, -0.840, -0.273, -0.508, -0.541, -0.372, -0.679, 0.238, 0.398, 0.316, 0.342, 0.393, 0.373, 0.317, 0.325, 0.271, 0.241, -0.702, -0.379, -0.561, -0.438, -0.302, -0.810, 0.240, 0.314, 0.322, 0.325, 0.386, 0.322, 0.370, 0.307, 0.353, 0.256]}